A molecular structure, C46H60BN8O4P2Tl in a non-equilibrium geometry, computed with the ωB97M-V functional and the def2-TZVPD basis.

Last column: Mulliken charge in e.
Element x y z (Å)
Tl (0.5960, -0.2896, 1.4628)  1.3510
C (0.5868, -3.9237, 3.2994)  -1.2896
C (0.0676, -2.8419, 4.1730)  0.3346
C (-0.6938, -2.9301, 5.3430)  -1.2340
C (-0.9485, -1.6030, 5.7309)  0.3520
C (-1.7202, -1.0373, 6.9567)  -1.3337
N (-0.2727, -0.8437, 4.8387)  1.5321
N (0.3227, -1.5844, 3.8898)  -0.1069
B (-0.1675, 0.6645, 4.7327)  -1.0157
N (-1.3608, 1.1615, 3.9346)  0.4144
N (-1.7784, 0.3978, 2.8318)  -0.3585
C (-2.8019, 1.0713, 2.3202)  1.1655
C (-3.4822, 0.6308, 1.0775)  -1.6743
C (-3.2005, 2.1138, 3.1015)  -1.3102
C (-2.2601, 2.1574, 4.0882)  1.0078
C (-2.2889, 3.1331, 5.1726)  -1.8054
N (1.1267, 1.2677, 4.1531)  0.7446
N (1.0234, 2.0047, 3.0158)  -0.5309
C (2.1901, 2.4269, 2.6680)  0.9219
C (2.3427, 3.4408, 1.6188)  -1.6527
C (3.1349, 1.8925, 3.5250)  -1.3093
C (2.4544, 1.0716, 4.3923)  0.6715
C (2.9911, 0.0453, 5.3891)  -1.5111
H (0.4694, -4.8941, 3.7509)  0.4264
H (1.6891, -3.8292, 3.0242)  0.1393
H (0.0516, -3.8580, 2.3297)  0.0956
H (-1.0318, -3.8082, 5.8829)  0.4540
H (-1.9033, -1.8080, 7.7015)  0.4280
H (-2.6292, -0.5993, 6.6087)  0.2204
H (-1.0689, -0.3580, 7.5378)  0.2507
H (-0.4140, 1.0500, 5.8291)  -0.2793
H (-2.7058, 0.4395, 0.4216)  0.3056
H (-4.0082, 1.4752, 0.6766)  0.2674
H (-4.0759, -0.2481, 1.2778)  0.3290
H (-4.0286, 2.8576, 2.9873)  0.3142
H (-3.3019, 3.3681, 5.5146)  0.4309
H (-1.7812, 4.0591, 5.0130)  0.2942
H (-1.7519, 2.7236, 6.0045)  0.3293
H (1.5521, 4.1398, 1.6972)  0.4064
H (2.2841, 3.0121, 0.6163)  0.0074
H (3.2146, 3.9125, 1.7739)  0.6671
H (4.1554, 2.1254, 3.5203)  0.5972
H (3.7590, 0.4132, 6.0396)  0.5132
H (3.6546, -0.6711, 4.9088)  0.1898
H (2.2069, -0.4824, 5.8752)  0.1859
O (-0.2731, 1.4564, -1.3513)  0.2847
P (-1.0942, 1.6202, -2.5870)  -0.2427
C (-1.0886, 0.2341, -3.7348)  -1.5280
P (-1.6048, -1.3035, -2.8000)  1.3646
O (-2.1870, -1.0994, -1.4247)  -0.4891
C (-2.7645, -1.9423, -4.0314)  -0.1487
C (-2.3480, -2.4351, -5.2357)  -0.2897
C (-3.2667, -2.7434, -6.2636)  -0.8125
C (-4.6128, -2.5388, -6.0124)  -0.4039
C (-5.0792, -2.1418, -4.7377)  -0.7830
C (-4.1390, -1.8615, -3.7795)  -0.3311
C (-0.1261, -2.4086, -2.7673)  0.8462
C (0.7656, -2.4930, -3.8426)  -0.4576
C (1.7289, -3.4972, -3.9205)  -1.1431
C (1.8906, -4.3362, -2.8484)  -0.3175
C (1.1000, -4.2030, -1.7118)  -0.5255
C (0.1056, -3.2582, -1.6671)  -0.5460
C (-2.8157, 2.0298, -2.2704)  1.9042
C (-3.0817, 2.9326, -1.1836)  -1.0658
C (-4.3899, 3.4205, -1.0593)  -0.5260
C (-5.3668, 3.0375, -1.9235)  -0.5490
C (-5.1085, 2.1809, -3.0256)  -1.0104
C (-3.8152, 1.7269, -3.1806)  -0.4557
C (-0.4572, 2.9129, -3.6132)  0.7215
C (0.9168, 3.0961, -3.5096)  -0.5199
C (1.6195, 3.9379, -4.3580)  -0.5158
C (0.9691, 4.4405, -5.4628)  -0.4580
C (-0.3965, 4.2228, -5.6436)  -0.7084
C (-1.1476, 3.4879, -4.7274)  -0.6124
H (-0.0703, 0.2313, -4.1019)  0.5876
H (-1.6948, 0.3390, -4.6172)  0.9991
H (-1.3134, -2.5099, -5.3720)  0.5191
H (-2.9593, -3.1423, -7.2441)  0.3791
H (-5.3685, -2.8167, -6.7434)  0.3561
H (-6.1140, -1.8869, -4.6352)  0.4184
H (-4.4797, -1.5655, -2.8083)  0.4496
H (0.6802, -1.7639, -4.6413)  0.3366
H (2.3527, -3.5871, -4.7555)  0.4895
H (2.7165, -5.1188, -2.8392)  0.2747
H (1.3589, -4.7643, -0.8189)  0.4295
H (-0.5745, -3.1004, -0.8377)  0.2452
H (-2.3120, 3.1619, -0.4583)  0.4471
H (-4.5682, 4.0235, -0.1448)  0.3149
H (-6.4043, 3.3186, -1.6384)  0.3198
H (-5.9129, 1.8761, -3.6420)  0.5282
H (-3.7015, 1.0304, -4.0184)  0.3204
H (1.3503, 2.7130, -2.5559)  0.1303
H (2.6665, 4.1472, -4.0671)  0.3752
H (1.5471, 4.9245, -6.2153)  0.4072
H (-0.7916, 4.5922, -6.5683)  0.3933
H (-2.2252, 3.4092, -4.7556)  0.4118
O (-0.7000, 2.9003, 0.9589)  -0.6157
H (-0.4309, 2.4307, 0.1444)  0.2955
H (-0.2708, 2.6385, 1.7783)  0.4505
O (-1.8609, -2.2179, 1.2800)  -0.5822
H (-2.2468, -1.5522, 1.8783)  0.2104
H (-2.0256, -1.9209, 0.4007)  0.4154
C (3.6731, -1.6248, -0.9294)  0.8971
C (5.0264, -1.3609, -1.6182)  -0.9301
N (6.0812, -1.0984, -0.6694)  -0.1561
C (5.6533, -0.0172, 0.1761)  -1.0694
C (4.3039, -0.3881, 0.9549)  0.6327
N (3.8473, -1.6954, 0.5300)  0.1868
C (4.8823, -2.6424, 0.8981)  -0.6868
C (6.2261, -2.2852, 0.1655)  -0.6579
H (3.2734, -2.5759, -1.2702)  -0.5696
H (2.9431, -0.8426, -1.1235)  0.1175
H (5.0419, -0.4317, -2.2092)  0.3585
H (5.2931, -2.1983, -2.2915)  0.3144
H (5.5335, 0.8302, -0.4769)  0.4144
H (6.4453, 0.3000, 0.8584)  0.3574
H (3.4717, 0.3537, 0.7940)  -0.4742
H (4.4455, -0.4898, 2.0563)  0.0629
H (4.4781, -3.6202, 0.6523)  0.3786
H (4.9705, -2.6504, 1.9965)  0.2988
H (6.5698, -3.1409, -0.4249)  0.3159
H (7.0635, -2.1318, 0.9356)  0.2856

Results
E in a.u.: -3408.0272
HOMO-LUMO gap in eV: 7.88
Highest occupied orbital energy in Ha: -0.2833
LUMO in eV: 0.17

=====

A molecular structure, C46H60BrO4PSc, computed with the ωB97M-V functional and the def2-TZVPD basis.

Last column: Mulliken charge in e.
Element x y z (Å)
Sc (0.3529, -0.1009, 0.0557)  -1.3716
C (3.6762, -3.1118, -0.8528)  -1.4923
C (2.4144, -3.6466, -0.1867)  0.2403
C (2.3366, -5.1712, -0.2903)  -1.5085
C (1.1453, -3.0259, -0.7246)  0.7467
C (0.9858, -2.6289, -2.0349)  -0.6691
C (-0.1744, -2.0122, -2.5293)  1.0681
C (-0.1007, -1.7600, -4.0480)  0.2833
C (-1.3182, -1.2420, -4.8103)  -1.8095
C (1.1597, -0.9644, -4.4240)  -1.3927
C (-1.2366, -1.7737, -1.6212)  0.8693
C (-1.1513, -2.3086, -0.2981)  0.2871
C (0.0427, -2.8963, 0.1158)  -0.4571
C (-2.3678, -2.3668, 0.6256)  1.4972
C (-3.2613, -3.5583, 0.2465)  -1.6159
C (-2.0260, -2.5323, 2.1055)  -2.2327
C (-2.5432, -1.1563, -2.0473)  -0.5974
C (-3.4304, -2.0160, -2.6967)  -0.4155
C (-4.6699, -1.5966, -3.1395)  -1.2299
C (-5.0487, -0.2780, -2.9434)  -1.1511
C (-4.1841, 0.5862, -2.2986)  -0.5460
C (-2.9323, 0.1773, -1.8250)  0.2701
P (-1.8523, 1.3794, -0.9473)  1.4341
C (-1.3795, 2.6573, -2.2352)  2.4834
C (-0.3055, 1.9816, -3.0855)  -1.3884
C (-0.7601, 3.8873, -1.5654)  -2.1072
C (-2.5089, 3.0928, -3.1758)  -1.8988
C (-2.8537, 2.1616, 0.4490)  2.2276
C (-3.9878, 3.1131, 0.0445)  -1.6664
C (-3.4593, 1.0176, 1.2753)  -1.7696
C (-1.8944, 2.9511, 1.3530)  -1.7853
H (4.5580, -3.4747, -0.3236)  0.4479
H (3.6978, -2.0233, -0.8563)  0.1410
H (3.7629, -3.4566, -1.8861)  0.3930
H (2.4499, -3.3737, 0.8737)  0.0169
H (2.2769, -5.4822, -1.3356)  0.3156
H (1.4633, -5.5682, 0.2293)  0.3387
H (3.2267, -5.6267, 0.1444)  0.4456
H (1.8024, -2.7892, -2.7252)  0.4735
H (0.0706, -2.7695, -4.4433)  0.5754
H (-1.7019, -0.2864, -4.4577)  0.2432
H (-2.1400, -1.9513, -4.7901)  0.4317
H (-1.0290, -1.1141, -5.8541)  0.5140
H (1.2891, -0.0630, -3.8315)  0.0282
H (1.1151, -0.6859, -5.4768)  0.4149
H (2.0621, -1.5566, -4.2861)  0.5068
H (0.1353, -3.2356, 1.1388)  0.3990
H (-2.9464, -1.4505, 0.4938)  -0.9763
H (-2.6725, -4.4782, 0.2482)  0.3623
H (-3.7287, -3.4490, -0.7248)  0.3209
H (-4.0547, -3.6703, 0.9867)  0.4701
H (-1.7116, -3.5557, 2.3203)  0.5081
H (-2.9180, -2.3421, 2.7038)  0.4723
H (-1.2441, -1.8651, 2.4516)  0.3632
H (-3.1228, -3.0396, -2.8704)  0.7981
H (-5.3301, -2.2895, -3.6440)  0.4418
H (-6.0081, 0.0790, -3.2925)  0.4990
H (-4.4910, 1.6114, -2.1729)  0.4327
H (0.6055, 1.7927, -2.5182)  -0.3203
H (-0.0424, 2.6257, -3.9281)  0.8183
H (-0.6608, 1.0356, -3.4932)  -0.1307
H (-0.0057, 3.6180, -0.8235)  0.2750
H (-1.5087, 4.5204, -1.0926)  0.3419
H (-0.2724, 4.4843, -2.3398)  0.5817
H (-2.8617, 2.2650, -3.7919)  0.3657
H (-2.1118, 3.8552, -3.8504)  0.5682
H (-3.3612, 3.5273, -2.6588)  0.2626
H (-4.8072, 2.6077, -0.4606)  0.3152
H (-3.6424, 3.9392, -0.5731)  0.2837
H (-4.4037, 3.5473, 0.9568)  0.5278
H (-4.1506, 0.4120, 0.6882)  0.2541
H (-4.0233, 1.4541, 2.1028)  0.7942
H (-2.6861, 0.3789, 1.7068)  0.0542
H (-1.6126, 3.9066, 0.9177)  0.3150
H (-0.9928, 2.3971, 1.6033)  0.0370
H (-2.4219, 3.1635, 2.2867)  0.5922
Br (4.4121, 0.1813, -3.1781)  -0.0923
C (4.5769, 1.5622, -1.8984)  0.4355
C (5.7418, 2.3113, -1.9897)  -0.7985
C (5.9535, 3.3830, -1.1412)  -0.5879
C (4.9970, 3.7293, -0.1981)  -1.0143
C (3.8394, 2.9839, -0.1046)  -0.5181
C (3.6069, 1.8842, -0.9378)  0.2184
C (2.3392, 1.1585, -0.6867)  1.0476
O (2.0251, 0.0462, -1.2192)  0.7084
O (1.5028, 1.6638, 0.1287)  -0.3844
H (6.4796, 2.0528, -2.7357)  0.4593
H (6.8697, 3.9518, -1.2263)  0.4027
H (5.1533, 4.5706, 0.4622)  0.4291
H (3.0855, 3.2304, 0.6302)  0.5732
C (2.4604, 0.9426, 7.8485)  -1.5062
C (2.0019, 0.6174, 6.4581)  0.4876
C (0.6589, 0.6156, 6.1241)  -1.2901
C (0.2217, 0.3395, 4.8338)  1.0046
C (-1.2650, 0.3789, 4.6042)  -1.1909
C (1.1813, 0.0346, 3.8477)  0.3585
C (2.5616, 0.0322, 4.1650)  0.8532
C (3.6614, -0.2278, 3.1725)  -1.1459
C (2.9330, 0.3250, 5.4663)  -1.1925
C (0.7661, -0.2150, 2.4566)  0.7050
O (-0.3204, 0.2688, 1.9758)  0.3087
O (1.4759, -0.8878, 1.6384)  -0.1565
H (1.6259, 0.9864, 8.5459)  0.3854
H (2.9652, 1.9102, 7.8639)  0.3242
H (3.1715, 0.1978, 8.2065)  0.3721
H (-0.0787, 0.8294, 6.8884)  0.4004
H (-1.7757, 0.1502, 5.5395)  0.5306
H (-1.6076, -0.3141, 3.8473)  -0.0504
H (-1.5776, 1.3780, 4.2912)  0.2212
H (3.5522, 0.3737, 2.2716)  0.0282
H (3.6793, -1.2704, 2.8571)  0.1796
H (4.6200, 0.0113, 3.6311)  0.4582
H (3.9873, 0.3316, 5.7185)  0.4200

Results
E in a.u.: -5765.9725
HOMO-LUMO gap in eV: 8.57
Charge: +1
Highest occupied orbital energy in Ha: -0.4113
LUMO in eV: -2.62

=====

A molecular structure, C46H61ClF3O2P2PdSi in a non-equilibrium geometry, computed with the ωB97M-V functional and the def2-TZVPD basis.

Last column: Mulliken charge in e.
Element x y z (Å)
Pd (13.1844, 14.4473, 10.8133)  -0.6824
C (13.2389, 18.0747, 13.4766)  -1.3756
Si (13.5987, 16.4435, 12.5648)  0.7049
C (15.3985, 16.3626, 12.2278)  0.0713
C (16.2409, 17.3572, 12.8403)  -0.7951
C (17.4929, 17.7958, 12.3677)  -0.9182
C (18.1371, 16.9960, 11.4438)  -0.6641
C (17.4650, 15.8815, 10.9173)  -0.3299
C (16.1644, 15.5357, 11.2596)  0.0407
P (15.3933, 14.1671, 10.2456)  0.8939
C (15.6189, 14.7862, 8.4511)  0.5818
C (16.5666, 13.9112, 7.5894)  -1.8068
C (15.9732, 12.6493, 6.9015)  -0.0236
C (14.7620, 13.1183, 6.1063)  -1.1994
C (13.6734, 13.8420, 6.8667)  -0.2825
C (14.1759, 14.9161, 7.8317)  0.6035
C (16.2048, 12.5368, 10.4503)  0.1388
C (17.1160, 12.4485, 11.7469)  -0.7296
C (17.5411, 10.9945, 12.1273)  -1.2037
C (16.3296, 10.0312, 12.1995)  -0.4175
C (15.5756, 10.1102, 10.8321)  -0.4614
C (14.9950, 11.5203, 10.5053)  -0.5279
C (12.5753, 16.4923, 11.0029)  1.5079
C (13.0462, 17.6356, 10.3014)  -1.0477
C (12.1523, 18.5717, 9.7165)  -1.0244
C (10.7909, 18.3113, 9.7695)  -1.3260
C (10.3278, 17.0722, 10.3080)  -0.0383
C (11.1949, 16.1410, 10.8225)  -0.2696
P (10.8561, 14.4306, 10.8738)  0.2296
C (9.8735, 13.7239, 12.2594)  0.8063
C (10.5999, 12.7891, 13.1138)  0.8602
C (9.6602, 11.9563, 14.0409)  -1.0734
C (8.6724, 12.8398, 14.8184)  -0.6932
C (8.0835, 13.9454, 13.9174)  -0.7620
C (8.9828, 14.7501, 13.0082)  -0.4632
C (9.9107, 13.7530, 9.4671)  0.0742
C (8.5197, 14.2655, 9.1718)  -0.2554
C (8.0570, 13.5828, 7.8522)  -0.8779
C (7.7611, 12.0991, 8.0849)  -0.7132
C (8.4607, 11.5850, 9.4017)  -0.9224
C (9.9392, 12.1717, 9.5480)  -0.1047
H (13.6159, 18.1202, 14.4970)  0.4127
H (12.1476, 18.2748, 13.4461)  0.3397
H (13.6979, 18.9839, 12.9887)  0.3285
H (15.9487, 17.7622, 13.8208)  0.3566
H (17.8904, 18.7090, 12.6972)  0.5170
H (19.1680, 17.3178, 11.1680)  0.3890
H (17.9831, 15.2925, 10.1133)  0.2176
H (16.0790, 15.7735, 8.4344)  0.9286
H (17.5018, 13.7209, 8.1506)  0.3601
H (16.8698, 14.5567, 6.8042)  0.8074
H (15.7294, 11.8278, 7.6122)  -0.0711
H (16.7278, 12.2868, 6.1667)  0.3894
H (14.3112, 12.3193, 5.5085)  0.4241
H (15.1473, 13.8743, 5.3940)  0.3611
H (12.9932, 13.1163, 7.3711)  -0.0683
H (13.0189, 14.4314, 6.2000)  0.4675
H (13.3964, 15.0040, 8.5894)  -1.2003
H (14.1485, 15.9103, 7.3143)  0.4276
H (16.8225, 12.4941, 9.5698)  1.2366
H (16.5681, 12.9325, 12.5722)  0.3337
H (18.0367, 13.0330, 11.6144)  0.3238
H (18.0609, 11.0406, 13.0769)  0.4490
H (18.2459, 10.6680, 11.3464)  0.4138
H (15.6271, 10.3811, 12.9348)  0.2904
H (16.7672, 9.0510, 12.3581)  0.3512
H (14.6791, 9.3864, 10.8214)  -0.1670
H (16.2654, 9.8349, 9.9878)  0.4221
H (14.3105, 11.8163, 11.2932)  -0.0496
H (14.4987, 11.5028, 9.5312)  0.3372
H (14.1607, 17.7863, 10.1616)  0.3044
H (12.4855, 19.5090, 9.2630)  0.4675
H (10.1176, 19.0371, 9.3602)  0.4537
H (9.2656, 16.8266, 10.3844)  0.4883
H (9.0820, 13.1926, 11.7245)  -0.4242
H (11.3126, 13.3254, 13.7741)  -0.9157
H (11.1838, 12.1100, 12.4683)  0.3595
H (10.2602, 11.3047, 14.6873)  0.4204
H (9.0663, 11.3577, 13.3428)  0.4318
H (9.2901, 13.2728, 15.6231)  0.2179
H (7.9072, 12.1853, 15.2655)  0.4568
H (7.5471, 14.7104, 14.5252)  0.4164
H (7.3654, 13.4020, 13.2874)  0.2266
H (9.5560, 15.4694, 13.5929)  0.3649
H (8.4333, 15.3742, 12.2422)  0.2304
H (10.5599, 14.0120, 8.6117)  0.5064
H (8.4990, 15.3396, 9.0223)  0.3512
H (7.8105, 14.0770, 10.0044)  0.2331
H (8.8618, 13.6243, 7.0700)  0.2522
H (7.2198, 14.2124, 7.5048)  0.4676
H (8.1302, 11.5411, 7.2096)  0.3464
H (6.7095, 12.0094, 8.2105)  0.3652
H (8.5583, 10.5089, 9.3342)  0.5811
H (7.9439, 11.8537, 10.3466)  0.1444
H (10.5515, 11.6994, 8.7441)  0.4965
H (10.2799, 11.7495, 10.5110)  -0.0172
F (13.9523, 12.3647, 15.5990)  -0.2331
C (13.3545, 13.5599, 15.4756)  0.7014
F (12.0513, 13.3558, 15.7867)  -0.2241
F (13.8978, 14.4390, 16.3022)  -0.2427
C (13.4602, 14.1569, 14.0209)  0.3616
O (13.9032, 13.4254, 13.1884)  -0.5874
O (13.0562, 15.4087, 13.8657)  -0.8362
Cl (12.5885, 7.9308, 11.4941)  -0.1153
C (12.0124, 6.3752, 12.0312)  0.4694
C (11.1409, 5.6322, 11.2366)  -0.4030
C (10.6377, 4.4138, 11.6627)  -0.4984
C (10.8582, 4.0113, 12.9986)  -0.5267
C (11.7264, 4.7363, 13.8259)  -0.6373
C (12.4188, 5.9024, 13.3336)  0.8011
C (13.4295, 6.4669, 14.0504)  -1.1590
H (10.9179, 5.9720, 10.1958)  0.3187
H (10.0587, 3.8065, 10.9956)  0.3891
H (10.2942, 3.1894, 13.3839)  0.3903
H (11.7836, 4.4586, 14.8581)  0.3859
H (13.9402, 7.2995, 13.6127)  0.2391
H (13.7757, 6.1029, 15.0009)  0.3284

Results
E in a.u.: -3799.4252
HOMO-LUMO gap (alpha / beta) in eV: 5.28 / 5.06
Charge: +1
Highest occupied orbital energy (alpha / beta) in Ha: -0.2810 / -0.3953
2S+1: 5
LUMO (alpha / beta) in eV: -2.37 / -5.69